{"formula": "H20O10", "method": "ωB97M-V with the def2-TZVPD basis set", "elements": ["O", "O", "O", "O", "O", "O", "O", "O", "O", "O", "H", "H", "H", "H", "H", "H", "H", "H", "H", "H", "H", "H", "H", "H", "H", "H", "H", "H", "H", "H"], "xyz": [[-6.190970, 5.515320, -5.468070], [-7.623010, 6.826190, -11.701250], [-10.496030, 6.748810, -5.194660], [-10.632390, 8.994930, -6.692000], [-8.757460, 10.734160, -11.259770], [-8.300960, 7.872470, -8.306400], [-8.738270, 4.846620, -6.351520], [-6.705750, 9.527680, -6.840260], [-6.269590, 9.150190, -10.914310], [-10.133110, 6.319470, -10.399010], [-8.523350, 10.929630, -12.167080], [-8.169710, 7.028040, -7.875190], [-6.594020, 8.290160, -11.181390], [-8.354350, 7.660340, -9.238270], [-7.596380, 6.222860, -12.443890], [-8.158780, 10.032730, -11.003230], [-8.492560, 6.700830, -11.321260], [-8.525680, 4.037860, -5.885740], [-10.746400, 8.204820, -6.163840], [-10.171410, 5.639790, -9.726110], [-11.043050, 6.439870, -10.670580], [-7.123070, 5.731920, -5.490650], [-9.818160, 8.846710, -7.172920], [-9.949780, 6.241480, -5.795040], [-5.910940, 9.073100, -7.119310], [-5.318930, 9.087340, -11.006600], [-7.409220, 9.105950, -7.333720], [-6.020430, 5.283840, -4.555070], [-11.286830, 6.220690, -5.085270], [-9.372100, 4.580440, -7.017590]], "forces_ev_per_angstrom": [[0.128, 0.048, -0.175], [0.325, 0.145, 0.191], [-0.315, 0.853, -0.274], [-0.450, 1.737, -0.576], [-0.608, 0.087, 0.309], [-0.396, 0.218, 0.613], [-0.412, 0.518, -0.388], [0.013, 0.884, 0.843], [-0.094, 0.350, 0.416], [0.321, 0.114, 0.210], [0.103, 0.109, -0.299], [0.265, -0.442, 0.214], [-0.205, -0.643, -0.402], [-0.075, 0.173, -0.526], [0.172, -0.100, -0.257], [0.615, -0.103, 0.023], [-0.619, -0.144, 0.037], [0.267, -0.320, 0.262], [-0.274, -1.681, 1.466], [0.003, -0.292, 0.032], [-0.295, 0.193, -0.256], [-0.146, 0.059, -0.003], [0.985, -0.086, -0.893], [0.579, -0.626, 0.108], [0.683, -0.306, -0.112], [0.251, 0.191, -0.020], [-0.579, -0.471, -0.825], [0.236, 0.004, 0.290], [-0.361, -0.144, 0.265], [-0.114, -0.322, -0.273]], "relative_energy_kj_mol": 70.31, "multiplicity": 2, "lumo_ev": [-3.663, -10.553], "charge": 1, "homo_ha": [-0.521, -0.491], "s2": 0.76}